one) The following is a quantum chemistry calculation of a cluster of 2 separate species, C2H9N2O in total, from the OMol25 dataset.

```
14
C2H9N2O | the OMol25 dataset | the ωB97M-V functional and the def2-TZVPD basis
C 0.6985 -2.2117 -0.8737
O -0.2631 -1.3613 -0.4719
H 1.3026 -2.6474 -0.0379
H 1.4516 -1.7505 -1.5685
H 0.3144 -3.1042 -1.4318
N -1.1284 0.7947 1.1279
C 0.1014 1.4977 0.8680
N 0.5962 1.4213 -0.5108
H -1.1691 -0.0775 0.5931
H -1.9642 1.3467 0.9948
H 0.9086 1.0999 1.4958
H -0.0285 2.5468 1.1253
H -0.2044 1.6483 -1.1088
H 0.6827 0.4150 -0.6795
```

Output
Gap between HOMO and LUMO (Eh): 0.26782
Total charge: -1

Löwdin atomic charge list, values in e, 6 entries: C -0.467; O -0.425; H 0.033; H 0.033; H 0.028; N -0.025

two) The following is a quantum chemistry calculation of a cluster of 2 separate species, C2H9N2O in total, from the OMol25 dataset.

```
14
C2H9N2O | the OMol25 dataset | the ωB97M-V functional and the def2-TZVPD basis
C 0.0389 1.5430 -1.5818
O -0.8147 0.5179 -1.3656
H -0.3461 2.5400 -1.2321
H 0.3281 1.6375 -2.6494
H 1.0192 1.5257 -1.0059
N -1.0279 -0.4783 1.4384
C 0.0049 -1.4969 1.1208
N 1.0068 -1.1055 0.1359
H -1.2676 0.0550 0.5837
H -0.6623 0.2504 2.0455
H -0.6093 -2.3329 0.8002
H 0.5722 -1.6287 2.0456
H 1.2680 -0.1568 0.3948
H 0.4898 -0.8704 -0.7302
```

Output
Gap between HOMO and LUMO (Eh): 0.27209
Total charge: -1

Löwdin atomic charge list, values in e, 6 entries: C -0.470; O -0.431; H 0.032; H 0.031; H 0.027; N -0.042

The most stable arrangement is one), and the next structure is 0.0048 hartree less stable.

one) The following is a quantum chemistry calculation of a cluster of 2 separate species, C2H9N2O in total, from the OMol25 dataset.

```
14
C2H9N2O | the OMol25 dataset | the ωB97M-V functional and the def2-TZVPD basis
C -1.0718 -0.1134 2.4138
O -0.2529 -0.2343 1.3409
H -2.1504 -0.0492 2.1482
H -1.0390 -0.9881 3.1068
H -0.8564 0.7845 3.0250
N -0.4785 0.5762 -1.4248
C 0.7171 -0.1935 -1.8171
N 1.8333 -0.0192 -0.8990
H -1.2776 0.1513 -1.8949
H -0.6192 0.3695 -0.4092
H 0.5049 -1.2686 -1.8800
H 1.0461 0.1771 -2.7983
H 2.1636 0.9324 -0.9886
H 1.4807 -0.1248 0.0773
```

Output
Gap between HOMO and LUMO (Eh): 0.26682
Total charge: -1

Löwdin atomic charge list, values in e, 6 entries: C -0.457; O -0.427; H 0.029; H 0.028; H 0.029; N -0.044

two) The following is a quantum chemistry calculation of a cluster of 2 separate species, C2H9N2O in total, from the OMol25 dataset.

```
14
C2H9N2O | the OMol25 dataset | the ωB97M-V functional and the def2-TZVPD basis
C 0.7183 -2.2475 0.6659
O 0.5834 -0.8917 0.3743
H 1.8471 -2.3239 1.0444
H 0.0100 -2.5938 1.4528
H 0.6868 -2.9348 -0.1974
N -0.8715 0.5056 -1.5003
C -0.9637 1.3974 -0.3225
N 0.2658 1.8224 0.3164
H -0.1273 1.0316 -2.0255
H -0.3014 -0.3742 -1.3749
H -1.4879 2.2462 -0.5863
H -1.4314 0.9782 0.5661
H 0.2932 2.3998 1.1020
H 0.7786 0.9847 0.4849
```

Output
Gap between HOMO and LUMO (Eh): 0.26343
Total charge: -1

Löwdin atomic charge list, values in e, 6 entries: C -0.405; O -0.455; H 0.051; H 0.027; H 0.017; N -0.035

The most stable arrangement is one), and the next structure is 0.0408 hartree less stable.

one) The following is a quantum chemistry calculation of a structure of composition C7H4, from the OMol25 dataset.

```
11
C7H4 | the OMol25 dataset | the ωB97M-V functional and the def2-TZVPD basis
C 0.4102 -1.5119 -0.0972
C 0.4688 -0.7801 -1.1968
C -1.0166 1.4994 0.1987
C 0.2124 1.0513 -0.3345
C 0.0218 -2.1409 0.8917
C 0.6845 0.5123 -1.5231
C -0.1494 0.8752 1.0058
H -2.0200 1.6864 -0.1414
H 0.0987 -2.7511 1.6685
H 0.9432 1.1161 -2.3514
H 0.3465 0.4432 1.8797
```

Output
Gap between HOMO and LUMO (Eh): 0.27320
Total charge: 0

Löwdin atomic charge list, values in e, 6 entries: C -0.226; C -0.067; C 0.105; C -0.207; C 0.129; C -0.088

two) The following is a quantum chemistry calculation of the molecule C7H4, from the OMol25 dataset.

```
11
C7H4 | the OMol25 dataset | the ωB97M-V functional and the def2-TZVPD basis
C 1.4198 2.1366 1.8746
C 0.6749 0.9310 1.8631
C 0.4458 1.9660 0.8500
C -0.8721 1.1160 1.2168
C 0.1781 -0.1965 -0.2510
C 0.1846 -0.2692 1.2952
C -0.2625 1.2399 -0.2203
H 1.1096 -0.3628 -0.9298
H -0.6117 -0.6847 -0.7475
H 0.2069 -1.1584 1.8764
H -0.7601 1.6211 -1.1027
```

Output
Gap between HOMO and LUMO (Eh): 0.32346
Total charge: 0

Löwdin atomic charge list, values in e, 6 entries: C 0.208; C -0.235; C -0.206; C 0.109; C -0.119; C -0.069

The most stable arrangement is one), and the next structure is 0.0529 hartree less stable.

one) The following is a quantum chemistry calculation of the molecule C4H5P, from the OMol25 dataset.

```
10
C4H5P | the OMol25 dataset | the ωB97M-V functional and the def2-TZVPD basis
C -1.0992 0.3854 -0.6172
C -0.8933 -0.4437 0.4300
C 0.9098 0.8781 -0.1505
C 0.5967 -0.2312 0.8248
P 1.9615 -0.6397 -0.5538
H -2.0557 0.7153 -1.0307
H -1.6440 -0.9671 1.0270
H 1.2939 1.9494 -0.0334
H 0.8807 -0.2381 1.8009
H 1.1242 -1.4037 -1.4330
```

Output
Gap between HOMO and LUMO (Eh): 0.33784
Total charge: 0

Löwdin atomic charge list, values in e, 6 entries: C 0.046; C -0.200; C -0.347; C -0.488; P 0.847; H 0.044

two) The following is a quantum chemistry calculation of the molecule C4H5P, from the OMol25 dataset.

```
10
C4H5P | the OMol25 dataset | the ωB97M-V functional and the def2-TZVPD basis
C -1.1235 -0.5613 -0.0885
C 0.0122 -1.2108 0.0070
C 1.2387 -0.4503 0.2319
P 2.9195 -0.3250 -0.0352
C 1.5973 0.9282 -0.0362
H -2.0418 -1.0889 -0.2031
H -1.0319 0.4489 -0.0679
H 0.1301 -2.2682 -0.0298
H 1.1194 1.4036 -0.9075
H 1.7014 1.6150 0.8262
```

Output
SMILES string: C=CC1=PC1
Gap between HOMO and LUMO (Eh): 0.28572
Total charge: 0

Löwdin atomic charge list, values in e, 6 entries: C 0.042; C -0.191; C -0.585; P 0.934; C -0.497; H 0.062

The most stable arrangement is two), and the next structure is 0.0919 hartree less stable.